Record 1
The following is a quantum chemistry calculation of a 3-piece molecular cluster, C43H78N4O4S overall at a distorted geometry, from OMol25.

Last column: Löwdin charge in e.
Element x y z (Å)
C1 1.463 -4.651 5.830  -0.105
C2 -0.001 -4.825 6.241  -0.257
C3 -0.837 -3.554 5.998  -0.219
C4 -1.435 -3.579 4.596  -0.205
C5 -1.788 -2.210 4.024  -0.221
C6 -2.444 -1.252 5.014  -0.190
C7 -3.118 -0.061 4.327  -0.204
C8 -2.098 0.763 3.558  -0.219
C9 -2.611 2.109 3.042  -0.185
C10 -1.744 2.654 1.892  -0.198
C11 -0.252 2.839 2.216  -0.169
C12 0.701 1.673 1.936  -0.132
C13 0.886 1.376 0.483  -0.114
C14 0.019 0.716 -0.285  0.072
C15 0.348 0.477 -1.691  -0.342
O1 0.005 -0.530 -2.266  0.111
C16 1.148 1.540 -2.334  -0.085
C17 0.989 1.826 -3.671  0.039
C18 1.714 2.856 -4.265  -0.141
C19 1.434 3.090 -5.741  -0.087
C20 1.812 1.863 -6.584  -0.367
O2 1.660 2.154 -7.971  -0.025
C21 3.242 1.394 -6.305  -0.214
N1 3.283 0.254 -5.390  0.019
C22 2.609 3.636 -3.509  -0.159
C23 3.374 4.785 -4.118  -0.182
C24 2.895 6.183 -3.685  -0.199
C25 3.917 7.280 -3.971  -0.178
C26 4.911 7.554 -2.842  -0.183
N2 6.295 7.782 -3.375  0.017
C27 7.052 6.575 -3.376  -0.520
C28 7.222 5.886 -4.695  -0.002
O3 7.560 6.129 -2.376  0.092
C29 2.809 3.299 -2.142  -0.420
S1 4.066 4.168 -1.254  0.917
C30 2.067 2.255 -1.568  -0.087
C31 2.172 1.826 -0.140  -0.299
O4 3.202 1.785 0.492  0.099
H1 2.111 -4.465 6.679  0.066
H2 1.847 -5.517 5.306  0.064
H3 1.542 -3.808 5.150  0.066
H4 -0.424 -5.597 5.602  0.095
H5 -0.110 -5.189 7.257  0.097
H6 -0.208 -2.683 6.146  0.109
H7 -1.652 -3.580 6.715  0.106
H8 -2.290 -4.247 4.543  0.119
H9 -0.691 -4.020 3.933  0.086
H10 -2.402 -2.298 3.128  0.034
H11 -0.859 -1.751 3.690  0.122
H12 -1.649 -0.835 5.633  0.107
H13 -3.122 -1.751 5.702  0.109
H14 -3.802 -0.482 3.590  0.045
H15 -3.677 0.531 5.043  0.124
H16 -1.219 0.944 4.175  0.117
H17 -1.787 0.195 2.690  0.068
H18 -2.650 2.859 3.824  0.112
H19 -3.599 1.936 2.620  0.109
H20 -1.916 2.084 0.988  0.091
H21 -2.127 3.651 1.677  0.105
H22 0.097 3.668 1.601  0.110
H23 -0.159 3.179 3.243  0.115
H24 0.418 0.758 2.440  0.108
H25 1.673 1.941 2.338  0.113
H26 -0.910 0.333 0.098  0.112
H27 0.287 1.241 -4.242  0.130
H28 1.948 3.952 -6.135  0.100
H29 0.359 3.219 -5.826  0.131
H30 1.115 1.063 -6.355  0.135
H31 1.777 3.100 -8.082  0.084
H32 3.679 1.140 -7.272  0.112
H33 3.836 2.200 -5.876  0.110
H34 4.168 -0.224 -5.431  0.066
H35 2.536 -0.399 -5.571  0.067
H36 3.269 4.782 -5.191  0.093
H37 4.437 4.676 -3.909  0.089
H38 2.541 6.191 -2.663  0.098
H39 2.023 6.399 -4.302  0.111
H40 4.472 7.063 -4.878  0.105
H41 3.360 8.196 -4.138  0.106
H42 4.948 6.735 -2.130  0.069
H43 4.633 8.437 -2.283  0.115
H44 6.761 8.387 -2.706  0.113
H45 8.259 5.598 -4.801  0.085
H46 6.973 6.550 -5.515  0.075
H47 6.595 5.003 -4.754  0.074
H48 3.583 4.053 -0.018  -0.107
C32 1.543 -3.080 -0.629  -0.081
C33 0.784 -4.129 -1.423  -0.266
N3 0.850 -5.455 -0.834  -0.198
C34 0.339 -6.499 -1.704  -0.252
C35 -1.147 -6.470 -2.085  -0.087
C36 0.458 -5.521 0.563  -0.239
C37 -0.926 -4.975 0.945  -0.069
H49 2.582 -3.372 -0.470  0.083
H50 1.531 -2.135 -1.167  0.051
H51 1.083 -2.899 0.344  0.064
H52 1.212 -4.182 -2.427  0.120
H53 -0.253 -3.782 -1.548  0.102
H54 0.570 -7.466 -1.250  0.110
H55 0.927 -6.465 -2.627  0.108
H56 -1.787 -6.778 -1.260  0.055
H57 -1.327 -7.168 -2.905  0.068
H58 -1.465 -5.482 -2.421  0.065
H59 1.201 -4.970 1.145  0.101
H60 0.556 -6.555 0.903  0.115
H61 -1.122 -4.014 0.470  0.050
H62 -0.973 -4.819 2.026  0.050
H63 -1.732 -5.659 0.687  0.062
C38 -3.157 -1.494 1.194  -0.046
C39 -4.103 -2.037 2.254  -0.270
N4 -5.147 -1.098 2.618  -0.230
C40 -5.869 -1.476 3.819  -0.229
C41 -6.700 -2.765 3.790  -0.072
C42 -5.953 -0.598 1.518  -0.234
C43 -6.700 -1.619 0.649  -0.077
H64 -2.741 -0.531 1.500  0.055
H65 -2.330 -2.188 1.046  0.071
H66 -3.650 -1.366 0.229  0.083
H67 -3.522 -2.249 3.155  0.055
H68 -4.501 -3.004 1.909  0.122
H69 -6.515 -0.643 4.106  0.123
H70 -5.133 -1.562 4.625  0.100
H71 -7.617 -2.648 3.214  0.056
H72 -6.995 -3.031 4.807  0.072
H73 -6.139 -3.606 3.383  0.069
H74 -5.303 -0.010 0.865  0.102
H75 -6.667 0.124 1.922  0.117
H76 -6.068 -2.464 0.373  0.067
H77 -7.027 -1.141 -0.276  0.072
H78 -7.591 -2.005 1.142  0.055

Computed properties:
SMILES: CCCCCCCCCCCCC1=CC(=O)c2cc(C[C@@H](O)CN)c(CCCCNC(C)=O)c(S)c2C1=O.CCN(CC)CC.CCN(CC)CC
ΔE to the lowest compared entry with this formula, charge and spin, kcal per mole: 37.6
Gap between HOMO and LUMO, eV: 7.18
E_HOMO, eV: -7.902

Record 2
The following is a quantum chemistry calculation of C43H78NO12Rb2S5 as an isolated structure at a distorted geometry, from OMol25.

Last column: Löwdin charge in e.
Element x y z (Å)
Rb1 -3.105 6.107 -0.747  0.812
Rb2 -1.693 4.865 -4.614  0.844
C1 -6.083 7.215 -2.162  -0.040
C2 -5.672 8.053 -3.344  -0.560
C3 -6.013 9.451 -3.042  -0.141
C4 -5.268 10.475 -3.879  -0.178
C5 -3.784 10.283 -3.719  -0.146
C6 -3.352 8.906 -4.100  -0.557
N1 -4.265 7.934 -3.594  -0.233
O1 -3.762 6.686 -3.592  -0.459
C7 -1.964 8.694 -3.520  -0.033
C8 -3.306 8.819 -5.612  -0.016
C9 -6.418 7.583 -4.598  -0.003
H1 -5.491 7.519 -1.313  0.046
H2 -5.955 6.153 -2.403  0.074
H3 -7.163 7.265 -1.969  0.082
H4 -5.836 9.667 -1.981  0.116
H5 -7.075 9.593 -3.266  0.128
H6 -5.563 11.482 -3.543  0.075
H7 -5.623 10.534 -4.923  0.116
H8 -3.494 10.577 -2.710  0.118
H9 -3.307 10.962 -4.447  0.127
H10 -1.938 8.716 -2.431  0.072
H11 -1.275 9.454 -3.930  0.099
H12 -1.501 7.752 -3.873  0.045
H13 -3.092 7.801 -5.932  0.065
H14 -2.518 9.487 -6.015  0.095
H15 -4.271 9.116 -6.019  0.076
H16 -5.883 6.737 -5.015  0.067
H17 -6.500 8.409 -5.319  0.070
H18 -7.467 7.304 -4.383  0.075
C10 -9.464 9.635 0.388  -0.270
S1 -8.613 10.342 1.806  0.825
O2 -7.667 9.305 2.263  -0.555
C11 -7.677 11.537 0.870  -0.265
H19 -9.937 8.703 0.703  0.046
H20 -8.677 9.317 -0.324  0.052
H21 -10.135 10.327 -0.097  0.050
H22 -7.241 12.268 1.554  0.051
H23 -8.370 12.075 0.221  0.055
H24 -6.871 11.042 0.331  0.042
C12 -7.460 5.606 1.524  -0.234
S2 -5.814 5.341 2.127  0.828
O3 -5.037 6.340 1.337  -0.669
C13 -6.095 6.023 3.727  -0.254
H25 -7.667 6.671 1.600  0.046
H26 -8.153 5.042 2.161  0.070
H27 -7.487 5.199 0.523  0.046
H28 -5.152 6.140 4.241  0.056
H29 -6.809 5.385 4.245  0.064
H30 -6.572 7.004 3.597  0.059
C14 -3.564 1.642 -1.603  -0.264
S3 -4.929 2.389 -0.776  0.864
O4 -4.357 3.604 -0.096  -0.668
C15 -5.754 2.964 -2.240  -0.239
H31 -2.923 1.169 -0.871  0.059
H32 -3.058 2.422 -2.176  0.045
H33 -3.894 0.881 -2.325  0.076
H34 -5.051 3.363 -2.979  0.062
H35 -6.443 3.738 -1.921  0.049
H36 -6.286 2.128 -2.700  0.073
C16 -3.591 10.408 0.525  -0.267
S4 -3.580 10.704 2.283  0.796
O5 -4.706 11.523 2.610  -0.508
C17 -3.982 9.030 2.612  -0.288
H37 -2.811 9.643 0.354  0.054
H38 -3.406 11.262 -0.098  0.045
H39 -4.538 9.903 0.273  0.045
H40 -3.054 8.456 2.490  0.062
H41 -4.769 8.703 1.939  0.028
H42 -4.295 8.916 3.642  0.064
C18 -4.322 13.856 -2.968  -0.285
S5 -5.077 15.117 -3.945  0.778
O6 -4.155 15.378 -5.002  -0.510
C19 -6.281 14.041 -4.651  -0.274
H43 -3.876 13.161 -3.674  0.041
H44 -4.983 13.412 -2.224  0.059
H45 -3.527 14.315 -2.376  0.057
H46 -6.575 14.470 -5.597  0.054
H47 -7.088 13.908 -3.934  0.059
H48 -5.794 13.081 -4.864  0.034
C20 -8.386 11.194 -8.701  -0.075
C21 -8.905 11.423 -10.032  -0.076
C22 -9.208 10.346 -10.871  -0.096
C23 -9.006 9.037 -10.419  -0.080
C24 -8.578 8.808 -9.088  -0.115
C25 -8.308 9.872 -8.235  -0.122
H49 -8.218 12.053 -8.054  0.091
H50 -9.082 12.443 -10.374  0.098
H51 -9.618 10.560 -11.853  0.102
H52 -9.181 8.202 -11.091  0.100
H53 -8.489 7.803 -8.686  0.097
H54 -7.921 9.597 -7.250  0.092
C26 -5.164 6.895 -8.371  -0.064
C27 -4.993 5.661 -7.694  -0.087
C28 -5.448 4.503 -8.272  -0.104
C29 -6.104 4.551 -9.501  -0.076
C30 -6.336 5.781 -10.128  -0.103
C31 -5.867 6.922 -9.576  -0.124
H55 -4.847 7.840 -7.955  0.085
H56 -4.600 5.628 -6.666  0.090
H57 -5.289 3.554 -7.773  0.099
H58 -6.552 3.627 -9.860  0.104
H59 -6.898 5.811 -11.057  0.108
H60 -6.011 7.842 -10.134  0.106
O7 -14.494 9.065 -5.026  0.092
C32 -13.325 9.317 -5.348  -0.405
O8 -12.361 8.343 -5.447  -0.022
C33 -11.103 8.885 -5.818  -0.170
C34 -11.395 10.298 -6.371  -0.148
C35 -12.697 10.666 -5.693  -0.077
H61 -10.644 8.222 -6.537  0.116
H62 -10.502 8.924 -4.909  0.116
H63 -11.549 10.164 -7.452  0.122
H64 -10.575 11.006 -6.285  0.108
H65 -13.326 11.269 -6.340  0.126
H66 -12.593 11.254 -4.773  0.132
O9 -9.785 3.191 -3.563  0.149
C36 -10.041 4.326 -3.410  -0.491
O10 -9.570 5.033 -2.337  0.002
C37 -10.110 6.365 -2.287  -0.144
C38 -11.383 6.299 -3.162  -0.134
C39 -11.030 5.186 -4.148  -0.064
H67 -9.413 7.020 -2.836  0.103
H68 -10.287 6.784 -1.310  0.112
H69 -11.580 7.235 -3.691  0.084
H70 -12.296 6.070 -2.612  0.124
H71 -10.590 5.622 -5.051  0.128
H72 -11.912 4.656 -4.474  0.129
O11 -0.917 6.338 -7.112  0.067
C40 -0.875 7.211 -7.856  -0.588
O12 -1.958 7.625 -8.450  0.046
C41 -1.603 8.677 -9.384  -0.129
C42 -0.369 9.280 -8.807  -0.155
C43 0.307 8.050 -8.264  -0.060
H73 -2.452 9.348 -9.467  0.132
H74 -1.455 8.231 -10.371  0.137
H75 -0.627 10.003 -8.029  0.123
H76 0.200 9.879 -9.523  0.130
H77 0.972 8.265 -7.425  0.132
H78 0.936 7.511 -8.980  0.141

Computed properties:
Total charge: +1
Gap between HOMO and LUMO, eV: 4.63
E_HOMO, eV: -7.647